Entry 1:
{"formula": "C2HNO3S", "method": "the ωB97M-V functional and the def2-TZVPD basis", "smiles": "O=c1[nH]c1=O.O=S", "gap_ev": [7.809, 7.750], "species": ["S", "O", "O", "O", "N", "C", "C", "H"], "positions_angstrom": [[-2.3308, 0.1599, -1.9375], [-0.7215, -0.5747, 1.9726], [0.5194, 1.6223, -0.6127], [-1.2786, -0.7284, -1.5249], [1.2644, -0.3162, 0.5948], [0.5858, 0.7486, 0.1539], [0.0495, 0.0228, 1.3124], [1.9118, -0.9342, 0.0415]], "forces_ev_per_a": [[-2.01, 1.70, -0.80], [0.07, 0.52, 0.63], [0.03, 1.37, -1.81], [2.01, -1.72, 0.81], [1.67, -0.87, -1.36], [-0.27, 0.47, 1.91], [-0.76, -1.73, -0.47], [-0.74, 0.26, 1.08]], "nbo_charge": [0.737, -0.483, -0.522, -0.734, -0.631, 0.624, 0.594, 0.416]}



Entry 2:
{"formula": "C6H17NO3S", "method": "the ωB97M-V functional and the def2-TZVPD basis", "total_charge": 2, "gap_ev": 9.240, "species": ["S", "O", "O", "O", "N", "C", "C", "C", "C", "C", "C", "H", "H", "H", "H", "H", "H", "H", "H", "H", "H", "H", "H", "H", "H", "H", "H", "H"], "positions_angstrom": [[-0.1020, 0.0004, 0.9082], [0.4459, -0.2702, 2.3383], [-1.8904, -0.3419, 1.2442], [0.3146, 1.4738, 0.5588], [0.7977, -0.8716, -3.5477], [1.8710, -1.0715, -2.4408], [-2.7684, 0.0722, 0.3153], [0.0606, 2.7007, 1.3844], [-0.4389, -0.6020, 3.4665], [0.2270, -0.8275, -0.5332], [1.6492, -0.4235, -1.1032], [1.6141, 0.7375, -1.2433], [2.4664, -0.6905, -0.4957], [-0.1109, -0.9348, -3.0428], [-3.6380, -0.5173, 0.1910], [-0.3572, 3.4659, 0.7865], [0.9663, 0.0428, -3.9386], [1.8657, -2.1351, -2.3892], [-0.0268, -1.9263, -0.5678], [-2.3897, 0.1234, -0.6775], [1.0350, 3.1456, 1.6761], [-0.3042, 2.4758, 2.3317], [0.6782, -1.7076, -4.2558], [0.3610, -0.9890, 4.0786], [-1.0427, -1.4862, 3.1601], [-1.0512, 0.2642, 3.6890], [-3.1624, 1.0162, 0.6973], [2.9302, -0.7235, -2.5903]], "forces_ev_per_a": [[-3.17, -0.98, -1.96], [-0.52, 0.74, -2.00], [6.03, -0.99, 1.86], [-0.79, -0.66, 0.60], [-0.11, -1.78, 0.77], [1.31, -0.52, -0.15], [-1.91, 2.83, -1.20], [3.12, 0.18, 0.09], [-0.22, -1.87, -0.51], [1.21, 0.45, 1.72], [-3.83, 2.54, -1.06], [0.44, -2.10, 0.28], [1.01, -0.35, 0.80], [0.44, 0.76, -0.29], [-0.64, -1.57, 0.56], [-1.30, 0.09, -0.69], [-0.56, 0.25, -0.90], [0.43, -0.88, 0.52], [0.07, 1.29, 0.67], [0.68, 0.41, -0.88], [0.00, -0.74, -0.62], [-1.65, -0.58, 1.22], [1.11, 2.26, 1.23], [-0.44, 0.51, 1.27], [0.22, 0.86, 0.34], [0.28, -0.14, 0.63], [-0.02, 0.40, -0.74], [-1.19, -0.42, -1.57]], "nbo_charge": [2.124, -0.670, -0.583, -0.667, -0.702, -0.231, -0.292, -0.259, -0.245, -0.761, -0.437, 0.243, 0.256, 0.450, 0.244, 0.247, 0.458, 0.223, 0.286, 0.198, 0.240, 0.217, 0.485, 0.249, 0.228, 0.225, 0.198, 0.277]}



Per-record ΔE to the lowest compared entry with this formula, charge and spin, kcal per mole: 93.34, 49.78